Density functional theory data (ωB97M-V/def2-TZVPD) for a single C3H3N3O2 molecule.

```
11
C3H3N3O2, DFT ωB97M-V/def2-TZVPD
C -1.93 0.21 -0.55
C -0.23 -0.35 1.07
C 1.04 -0.31 0.26
N -2.56 0.45 -1.50
N -1.47 -0.11 0.61
N 1.09 0.30 -0.94
O 0.23 1.15 -1.20
O 1.98 -0.06 -1.73
H -0.20 -1.09 1.92
H 0.06 0.55 1.51
H 1.99 -0.75 0.55
```

Calculated values
E_HOMO (alpha / beta)   -0.37598 / -0.39211 hartree
Molecular weight   113.08 g mol⁻¹
E   -11717.2658 eV
F_max   0.0653 hartree/bohr
Orbital gap (alpha / beta)   0.28427 / 0.30550 Ha
Charge   0
Energy relative to the best compared isomer or geometry (same formula, charge and spin)   8.6913 eV


Density functional theory data (ωB97M-V/def2-TZVPD) for a single C17H15FN4O4S2 molecule.

```
43
C17H15FN4O4S2, DFT ωB97M-V/def2-TZVPD
C 2.55 -3.76 -2.00
C 2.53 -4.91 -1.00
O 1.81 -4.56 0.19
C 0.49 -4.69 0.16
O -0.14 -5.09 -0.79
C -0.12 -4.28 1.49
C -1.27 -3.35 1.29
C -2.34 -3.56 0.48
S -3.43 -2.23 0.55
C -2.34 -1.47 1.70
N -2.68 -0.26 2.22
C -1.94 0.65 2.94
O -2.44 1.70 3.27
C -0.54 0.24 3.31
S 0.56 1.68 3.16
C 0.12 2.09 1.55
N -0.67 1.43 0.77
N -0.75 2.12 -0.38
C -0.01 3.18 -0.25
C 0.20 4.22 -1.23
C 1.04 5.30 -0.94
C 1.23 6.29 -1.88
C 0.58 6.20 -3.09
F 0.76 7.16 -4.01
C -0.26 5.13 -3.40
C -0.44 4.14 -2.46
O 0.59 3.22 0.97
N -1.29 -2.17 1.97
H 2.97 -2.87 -1.54
H 3.15 -4.03 -2.86
H 1.54 -3.54 -2.33
H 2.07 -5.79 -1.45
H 3.54 -5.15 -0.65
H 0.64 -3.80 2.11
H -0.46 -5.19 1.98
H -2.54 -4.40 -0.15
H -3.59 0.10 1.94
H -0.49 -0.06 4.36
H -0.18 -0.57 2.68
H 1.53 5.35 0.02
H 1.87 7.14 -1.68
H -0.74 5.10 -4.36
H -1.08 3.30 -2.66
```

Calculated values
E_HOMO   -0.30912 hartree
SMILES string   CCOC(=O)Cc1csc(NC(=O)CSc2nnc(-c3ccc(F)cc3)o2)n1
Molecular weight   422.46 g mol⁻¹
E   -56410.9716 eV
F_max   0.0341 hartree/bohr
Orbital gap   0.32468 Ha
Charge   0
Energy relative to the best compared isomer or geometry (same formula, charge and spin)   0.0000 eV


Density functional theory data (ωB97M-V/def2-TZVPD) for an isolated ion of composition C4H8FN2 and charge +1.

```
15
C4H8FN2, DFT ωB97M-V/def2-TZVPD
F 2.76 -0.50 0.11
C 1.60 -0.01 -0.02
N 1.29 1.16 -0.05
C -0.08 1.56 -0.14
C -1.06 0.52 0.36
N -0.84 -0.81 -0.26
C 0.47 -1.31 0.04
H -0.14 1.80 -1.17
H -0.32 2.38 0.52
H -0.75 0.47 1.45
H -2.16 0.78 0.30
H -0.81 -0.78 -1.30
H -1.47 -1.54 0.06
H 0.92 -1.79 -0.81
H 0.61 -1.94 0.92
```

Calculated values
E_HOMO   -0.53558 hartree
SMILES string   FC1=NCC[NH2+]C1
Molecular weight   103.12 g mol⁻¹
E   -9966.9005 eV
F_max   0.1085 hartree/bohr
Orbital gap   0.39392 Ha
Charge   +1
Energy relative to the best compared isomer or geometry (same formula, charge and spin)   1.9246 eV


Density functional theory data (ωB97M-V/def2-TZVPD) for C5H4S as an isolated structure.

```
10
C5H4S, DFT ωB97M-V/def2-TZVPD
C -0.11 1.53 -0.01
C 1.24 -0.89 -0.51
C -1.26 0.84 -0.03
C 1.06 0.08 0.42
C 0.24 -1.15 0.51
S -1.45 -0.90 -0.03
H 0.40 2.49 -0.22
H 1.71 -1.43 -1.21
H -2.25 1.43 -0.15
H 0.44 -1.99 1.25
```

Calculated values
E_HOMO (alpha / beta)   -0.24047 / -0.31537 hartree
Molecular weight   96.15 g mol⁻¹
E   -16076.8671 eV
F_max   0.0941 hartree/bohr
Orbital gap (alpha / beta)   0.27161 / 0.24669 Ha
Charge   0
Multiplicity   3
Energy relative to the best compared isomer or geometry (same formula, charge and spin)   0.8045 eV


Density functional theory data (ωB97M-V/def2-TZVPD) for an isolated ion of composition C4H8N3O4S and charge +1.

```
20
C4H8N3O4S, DFT ωB97M-V/def2-TZVPD
C 3.38 0.44 -0.11
O 2.40 -0.71 -0.18
C 1.20 -0.59 0.24
N 0.28 -1.54 -0.06
C -1.12 -1.50 0.10
O -1.73 -2.50 0.01
N -1.65 -0.24 0.28
C -3.11 -0.02 0.30
S -0.63 1.12 0.12
N 0.11 1.15 -1.22
O -1.14 2.11 0.94
O 0.82 0.43 0.89
H 2.99 1.32 -0.72
H 4.40 0.11 -0.43
H 3.39 0.66 0.89
H 0.64 -2.49 -0.54
H -3.44 -0.88 0.93
H -3.37 0.87 1.05
H -3.43 0.26 -0.73
H 0.02 1.99 -1.78
```

Calculated values
E_HOMO   -0.54026 hartree
SMILES string   COC1=[NH+]C(=O)N(C)[S@@](=N)(=O)O1
Molecular weight   194.19 g mol⁻¹
E   -27763.1059 eV
F_max   0.0963 hartree/bohr
Orbital gap   0.37834 Ha
Charge   +1
Energy relative to the best compared isomer or geometry (same formula, charge and spin)   1.2749 eV


Density functional theory data (ωB97M-V/def2-TZVPD) for a single C4H5NOS molecule.

```
12
C4H5NOS, DFT ωB97M-V/def2-TZVPD
C 0.79 0.41 0.95
C -0.41 -0.37 0.79
C 0.57 2.45 -0.29
C -0.76 -0.88 -0.58
N 0.88 1.47 0.26
O -3.09 0.37 0.36
S -1.73 0.72 -0.08
H 1.48 0.19 1.79
H -0.70 -0.94 1.60
H 0.56 2.87 -1.38
H -1.32 -1.73 -0.62
H -0.12 -0.83 -1.35
```

Calculated values
E_HOMO   -0.27881 hartree
Molecular weight   115.16 g mol⁻¹
E   -18596.5171 eV
F_max   0.1076 hartree/bohr
Orbital gap   0.30376 Ha
Charge   0
Energy relative to the best compared isomer or geometry (same formula, charge and spin)   5.4018 eV


Density functional theory data (ωB97M-V/def2-TZVPD) for C30H52ClHfN3O7P2Si2 as an isolated structure.

```
98
C30H52ClHfN3O7P2Si2, DFT ωB97M-V/def2-TZVPD
Hf 0.29 -0.08 0.82
C -1.74 -0.03 2.18
C -1.72 1.15 1.38
C -1.95 0.70 0.02
Si -1.44 2.87 2.08
C -2.02 -0.72 0.01
C -1.84 -1.20 1.37
Si -1.59 -2.94 2.03
H -1.82 -0.03 3.26
H -2.16 1.35 -0.83
H -2.33 -1.33 -0.84
Cl 0.98 0.02 -2.41
C -1.53 -3.01 3.89
C -2.99 -4.01 1.42
C -1.29 2.81 3.92
C -2.89 3.92 1.57
H -3.92 -3.57 1.79
H -2.88 -5.01 1.87
H -3.05 -4.11 0.33
H -0.51 -2.98 4.27
H -1.98 -3.96 4.20
H -2.10 -2.19 4.34
H -3.80 3.44 1.98
H -3.02 4.05 0.49
H -2.79 4.91 2.04
H -2.28 2.61 4.36
H -0.94 3.79 4.28
H -0.61 2.02 4.27
C 0.11 -3.53 1.40
C 0.21 3.51 1.39
P 0.54 -2.68 -0.16
H 0.10 -4.62 1.28
H 0.86 -3.27 2.16
P 0.59 2.75 -0.24
H 1.01 3.24 2.09
H 0.18 4.61 1.32
C 2.12 3.59 -0.90
C -0.71 3.61 -1.31
C -0.68 -3.53 -1.33
C 2.15 -3.40 -0.77
C 3.28 -2.37 -0.75
H 1.95 -3.66 -1.83
C 2.60 -4.66 -0.03
H 2.77 -4.46 1.03
H 3.54 -5.01 -0.47
H 1.88 -5.49 -0.12
H 3.04 -1.46 -1.31
H 4.18 -2.81 -1.22
H 3.56 -2.09 0.27
H -1.66 -3.31 -0.89
C -0.54 -5.06 -1.42
C -0.65 -2.95 -2.75
H -0.65 -5.58 -0.46
H 0.43 -5.35 -1.87
H -1.33 -5.44 -2.09
H -0.89 -1.89 -2.77
H -1.40 -3.48 -3.36
H 0.33 -3.11 -3.23
H -1.67 3.32 -0.85
C -0.68 3.08 -2.75
C -0.62 5.14 -1.32
H -0.72 5.60 -0.33
H -1.44 5.53 -1.94
H 0.32 5.49 -1.77
H -0.87 2.01 -2.80
H 0.29 3.29 -3.24
H -1.46 3.59 -3.33
C 3.21 2.59 -1.31
C 2.71 4.64 0.03
H 1.78 4.08 -1.83
H 3.03 4.19 0.98
H 2.01 5.45 0.24
H 3.59 5.08 -0.45
H 3.77 2.21 -0.45
H 3.92 3.10 -1.98
H 2.80 1.74 -1.86
C 0.97 0.03 -4.19
H -0.03 0.02 -4.60
H 1.50 0.93 -4.51
H 1.51 -0.86 -4.52
O 5.88 1.22 6.01
N 4.77 0.81 6.40
O 4.48 0.65 7.60
C 3.77 0.48 5.41
C 4.02 0.68 4.05
C 3.00 0.43 3.11
C 1.71 0.01 3.56
O 0.73 -0.24 2.71
C 1.49 -0.15 4.95
C 2.52 0.01 5.86
N 0.18 -0.63 5.41
O 0.17 -1.66 6.11
O -0.85 -0.01 5.08
N 3.24 0.65 1.75
O 4.32 1.13 1.38
O 2.30 0.43 0.82
H 4.98 1.05 3.71
H 2.37 -0.21 6.92
```

Calculated values
E_HOMO (alpha / beta)   -0.17052 / -0.16975 hartree
Molecular weight   898.82 g mol⁻¹
E   -98913.7791 eV
F_max   0.1056 hartree/bohr
Orbital gap (alpha / beta)   0.15107 / 0.14986 Ha
Charge   0


Density functional theory data (ωB97M-V/def2-TZVPD) for a 2-piece molecular cluster, C3H11N3 overall.

```
17
C3H11N3, DFT ωB97M-V/def2-TZVPD
C 1.27 -1.47 -0.63
N 1.47 -0.24 -0.73
C 2.75 0.32 -0.25
H 0.33 -1.91 -0.95
H 1.84 -2.10 0.08
H 2.56 1.36 -0.03
H 2.99 -0.15 0.71
H 3.53 -0.01 -0.92
N -1.31 1.57 0.18
C -2.11 0.35 -0.06
N -2.07 -0.57 1.05
H -0.37 1.37 -0.11
H -1.75 2.28 -0.39
H -1.74 -0.16 -0.95
H -3.16 0.62 -0.18
H -2.94 -0.77 1.50
H -1.31 -0.49 1.70
```

Calculated values
E_HOMO   -0.32065 hartree
SMILES string   C=NC.NCN
Molecular weight   89.14 g mol⁻¹
E   -7758.1147 eV
F_max   0.0481 hartree/bohr
Orbital gap   0.36166 Ha
Charge   0
Energy relative to the best compared isomer or geometry (same formula, charge and spin)   1.9692 eV


Density functional theory data (ωB97M-V/def2-TZVPD) for an isolated ion of composition C9H16N and charge +1.

```
26
C9H16N, DFT ωB97M-V/def2-TZVPD
C -1.37 0.87 2.65
C -0.58 1.33 1.75
C 0.18 1.91 0.96
C 1.12 1.24 -0.03
C 2.14 2.21 -0.52
C 1.02 -0.07 -0.27
C 2.04 -0.80 -1.17
N -0.09 -0.85 0.22
C -1.33 -0.57 -0.60
C -2.49 -1.39 -0.18
H -0.98 0.50 3.59
H -2.44 0.64 2.49
H 0.46 2.97 0.93
H 2.97 1.60 -1.03
H 2.53 2.81 0.28
H 1.45 2.64 -1.23
H 2.28 -0.14 -2.03
H 1.65 -1.81 -1.64
H 3.01 -0.94 -0.59
H 0.14 -1.80 0.04
H -0.41 -0.72 1.24
H -1.49 0.57 -0.57
H -0.94 -0.84 -1.64
H -3.23 -0.68 0.24
H -2.91 -1.95 -0.97
H -2.29 -2.18 0.58
```

Calculated values
E_HOMO   -0.47713 hartree
SMILES string   C=C=C/C(C)=C(/C)[NH2+]CC
Molecular weight   138.23 g mol⁻¹
E   -11072.8472 eV
F_max   0.1267 hartree/bohr
Orbital gap   0.37626 Ha
Charge   +1
Energy relative to the best compared isomer or geometry (same formula, charge and spin)   3.5354 eV


Density functional theory data (ωB97M-V/def2-TZVPD) for a 9-piece molecular cluster, C25H37F5N2O23S2 overall.

```
94
C25H37F5N2O23S2, DFT ωB97M-V/def2-TZVPD
O 2.74 -9.52 8.10
C 1.95 -8.54 7.96
O 1.21 -7.96 9.02
C 0.09 -7.15 8.55
C 0.59 -6.92 7.11
F 1.25 -5.74 7.15
O 1.54 -7.98 6.84
H -0.92 -7.55 8.68
H 0.18 -6.12 8.90
H -0.22 -6.97 6.39
O 4.25 10.19 2.24
C 3.80 9.18 2.92
O 2.53 8.66 2.78
C 2.21 7.96 3.93
C 3.52 7.58 4.46
F 3.85 6.39 3.87
O 4.37 8.67 4.00
H 1.67 8.75 4.44
H 1.48 7.16 3.83
H 3.47 7.57 5.55
O -0.75 -5.75 0.79
C -1.69 -6.26 0.21
O -2.06 -6.25 -1.12
C -2.98 -7.26 -1.40
C -3.31 -7.91 0.05
F -2.81 -9.15 0.08
O -2.56 -7.12 0.93
H -3.78 -6.99 -2.09
H -2.44 -8.00 -1.99
H -4.34 -7.93 0.41
O -5.75 1.13 0.29
C -6.38 0.09 0.49
O -6.41 -0.93 -0.39
C -7.44 -1.81 -0.10
C -7.48 -1.59 1.40
F -6.54 -2.52 1.64
O -7.09 -0.24 1.47
H -8.40 -1.54 -0.55
H -7.29 -2.85 -0.38
H -8.46 -1.80 1.81
O 2.38 -0.11 3.51
C 1.86 0.19 2.40
O 0.66 0.84 2.18
C 0.62 1.14 0.77
C 1.68 0.24 0.18
F 2.33 0.78 -0.81
O 2.55 0.05 1.23
H -0.38 0.96 0.37
H 0.79 2.21 0.69
H 1.23 -0.70 -0.14
C 4.97 -2.14 10.36
N 5.14 -0.88 11.13
O 4.40 -0.71 12.04
O 5.82 0.04 10.76
H 5.08 -1.92 9.30
H 4.01 -2.58 10.60
H 5.79 -2.79 10.69
C 2.53 3.16 -7.35
N 1.19 3.88 -7.47
O 1.16 4.97 -7.96
O 0.25 3.15 -7.19
H 2.62 2.73 -6.36
H 3.31 3.87 -7.62
H 2.65 2.28 -7.98
O -3.00 9.92 -0.63
S -2.69 8.86 -1.59
O -2.34 7.50 -1.11
C -4.07 8.68 -2.78
C -3.43 9.01 -4.13
C -2.09 9.75 -4.11
C -1.38 9.46 -2.81
H -4.80 9.39 -2.39
H -4.28 7.63 -2.55
H -3.27 8.08 -4.68
H -4.26 9.45 -4.68
H -2.31 10.81 -4.20
H -1.71 9.34 -5.05
H -0.90 10.26 -2.24
H -0.72 8.61 -2.99
O 1.67 -7.29 -5.55
S 2.52 -6.09 -5.72
O 3.45 -5.59 -4.76
C 3.43 -6.19 -7.41
C 3.22 -4.81 -8.03
C 1.76 -4.37 -7.79
C 1.43 -4.65 -6.28
H 2.90 -6.92 -8.02
H 4.49 -6.37 -7.24
H 3.94 -4.07 -7.69
H 3.45 -4.85 -9.09
H 1.07 -4.97 -8.39
H 1.71 -3.37 -8.21
H 0.43 -4.98 -6.00
H 1.54 -3.90 -5.50
```

Calculated values
E_HOMO   -0.37292 hartree
SMILES string   O=C1OC[C@@H](F)O1.O=C1OC[C@@H](F)O1.O=C1OC[C@@H](F)O1.O=C1OC[C@@H](F)O1.O=C1OC[C@@H](F)O1.C[N+](=O)[O-].C[N+](=O)[O-].O=S1(=O)CCCC1.O=S1(=O)CCCC1
Molecular weight   892.69 g mol⁻¹
E   -111843.4212 eV
F_max   0.1426 hartree/bohr
Orbital gap   0.37308 Ha
Charge   0
Energy relative to the best compared isomer or geometry (same formula, charge and spin)   0.0000 eV


Density functional theory data (ωB97M-V/def2-TZVPD) for a 2-piece molecular cluster, C4H12 overall.

```
16
C4H12, DFT ωB97M-V/def2-TZVPD
C 1.35 1.10 0.31
C 0.50 1.97 1.31
H 1.16 0.07 0.65
H 0.94 1.11 -0.68
H 2.39 1.41 0.30
H 1.05 2.04 2.33
H -0.51 1.54 1.38
H 0.40 2.98 0.97
C -1.46 -1.00 -1.04
C -0.34 -2.01 -0.65
H -1.65 -0.37 -0.25
H -1.26 -0.60 -2.00
H -2.38 -1.59 -1.13
H 0.32 -1.47 0.02
H 0.31 -2.37 -1.50
H -0.82 -2.81 -0.02
```

Calculated values
E_HOMO (alpha / beta)   -0.63184 / -0.59276 hartree
Molecular weight   60.14 g mol⁻¹
E   -4330.3632 eV
F_max   0.0821 hartree/bohr
Orbital gap (alpha / beta)   0.52424 / 0.16459 Ha
Charge   +1
Multiplicity   2
Energy relative to the best compared isomer or geometry (same formula, charge and spin)   0.8687 eV


Density functional theory data (ωB97M-V/def2-TZVPD) for an isolated ion of composition C5H14N5P and charge +2.

```
25
C5H14N5P, DFT ωB97M-V/def2-TZVPD
C 2.37 -1.63 -0.11
N 1.93 -0.28 0.02
C 3.01 0.69 0.14
C 0.65 -0.10 -0.13
N -0.17 -1.13 -0.33
P -1.71 -1.09 -0.47
C -2.72 -2.08 0.64
N -2.19 0.81 -0.27
C -1.21 1.70 -0.05
N -1.33 3.00 -0.19
N 0.13 1.30 -0.07
H 1.55 -2.21 0.37
H 2.41 -1.95 -1.16
H 3.44 -1.77 0.20
H 3.27 1.01 -0.85
H 2.87 1.62 0.84
H 3.85 0.22 0.63
H -2.21 -1.30 -1.82
H -2.91 -3.11 0.37
H -2.36 -2.07 1.70
H -3.57 -1.53 0.76
H -3.13 1.00 0.09
H -2.21 3.32 -0.47
H -0.57 3.53 0.06
H 0.80 2.01 0.10
```

Calculated values
E_HOMO   -0.64246 hartree
SMILES string   C[N+](C)=C1N=[P@@H](C)NC(=[NH2+])N1
Molecular weight   175.18 g mol⁻¹
E   -22134.8420 eV
F_max   0.0713 hartree/bohr
Orbital gap   0.37152 Ha
Charge   +2
Energy relative to the best compared isomer or geometry (same formula, charge and spin)   0.0000 eV


Density functional theory data (ωB97M-V/def2-TZVPD) for C3H4F2K2NO7S2 as an isolated structure.

```
21
C3H4F2K2NO7S2, DFT ωB97M-V/def2-TZVPD
K -2.66 -0.60 -1.20
K 0.62 -3.55 -3.95
N -0.03 -1.25 -2.39
S 0.16 -0.24 -3.70
O 1.43 -0.51 -4.33
O -0.36 1.08 -3.71
F -0.91 -1.07 -4.60
S 0.78 -0.45 -1.29
O -0.10 0.53 -0.67
O 2.15 -0.08 -1.48
F 0.84 -1.60 -0.19
C -0.10 1.76 2.92
C 0.72 0.49 3.00
O -0.12 -0.42 2.22
C -1.37 0.02 2.27
O -2.35 -0.57 1.91
O -1.42 1.26 2.83
H 0.20 2.32 2.03
H 0.09 2.34 3.82
H 0.71 0.06 4.00
H 1.69 0.49 2.50
```

Calculated values
E_HOMO   -0.50569 hartree
Molecular weight   346.39 g mol⁻¹
E   -78749.9160 eV
F_max   0.0895 hartree/bohr
Orbital gap   0.36742 Ha
Charge   +1


Density functional theory data (ωB97M-V/def2-TZVPD) for C6H7ClS as an isolated structure.

```
15
C6H7ClS, DFT ωB97M-V/def2-TZVPD
C -0.71 -0.31 0.15
C 0.34 -0.55 1.19
C 1.24 -0.14 0.03
C 0.19 -0.76 -0.93
C 0.85 1.31 -0.13
C -0.49 1.27 -0.13
H -3.20 0.28 0.49
H 0.46 -1.61 1.34
H 0.43 0.10 2.11
H 0.07 -1.84 -1.04
H 0.07 -0.43 -1.88
H 1.35 2.27 -0.57
H -1.20 2.13 -0.35
S -2.27 -0.92 -0.15
Cl 2.88 -0.80 -0.13
```

Calculated values
E_HOMO   -0.33941 hartree
Molecular weight   146.64 g mol⁻¹
E   -29689.1538 eV
F_max   0.1009 hartree/bohr
Orbital gap   0.35130 Ha
Charge   0
Energy relative to the best compared isomer or geometry (same formula, charge and spin)   3.3325 eV